The following is a DFT calculation (ωB97M-V/def2-TZVPD) of one molecule with the formula C7H12N2 in a non-equilibrium geometry.

As for the HOMO-LUMO gap: 9.569 eV. Its maximum force is 2.54 eV/A. As for the SMILES: C1N[C@H]2CN[C@H]3C[C@@H]1[C@@H]23. For the highest occupied orbital energy, the calculation gives -8.50 eV.

Last column: natural (NBO) charge in e.
Atoms and positions in Å:
C -1.694395 0.363982 -0.491619  -0.224
C -0.342950 -1.138930 0.656275  -0.063
C 0.699406 -1.513365 -0.427540  -0.249
C 1.352927 0.540669 0.454474  -0.038
C 0.616795 1.536401 -0.460629  -0.428
C -0.645853 1.185562 0.297444  -0.225
C 0.069203 0.208200 1.169391  -0.242
H -1.429883 0.306730 -1.575893  0.165
H -2.672435 0.906742 -0.428505  0.198
H -2.045873 -1.704502 -0.384256  0.365
H -0.286667 -1.886831 1.489252  0.209
H 0.945761 -2.636040 -0.345529  0.197
H 0.329040 -1.326262 -1.454992  0.168
H 2.503616 -0.571534 -0.885938  0.366
H 2.084739 1.073957 1.081698  0.198
H 0.938773 2.594749 -0.304841  0.212
H 0.645829 1.289767 -1.544071  0.201
H -1.093423 2.040209 0.819165  0.214
H -0.116343 0.355933 2.259362  0.224
N -1.721060 -0.925990 0.183843  -0.622
N 1.862796 -0.699438 -0.107096  -0.624

Cartesian forces (eV/Å) of the 6 atoms listed first:
C -0.919 1.071 -0.402
C -0.338 -1.390 0.518
C 0.303 -1.637 -0.091
C 2.078 0.631 0.522
C 0.735 0.893 -0.625
C -2.157 0.857 -1.039

The following is a DFT calculation (ωB97M-V/def2-TZVPD) of C28H33BrHfN5O2S as an isolated structure.

As for the charge: +3. As for the HOMO-LUMO gap: 6.836 eV. Its maximum force is 0.59 eV/A. For the highest occupied orbital energy, the calculation gives -15.85 eV.

Last column: Löwdin charge in e.
Atoms and positions in Å:
Hf 0.553116 0.041959 -0.161164  1.675
C 2.138128 -3.424276 0.119479  0.009
C 2.183219 -1.985448 0.544732  -0.206
C 2.944889 -1.070270 -0.225825  -0.244
C 3.636258 -1.591126 -1.456859  -0.034
C 3.109046 0.269233 0.221283  -0.245
C 4.000983 1.249045 -0.498028  0.002
C 2.510988 0.674658 1.437024  -0.247
C 2.750569 2.065019 1.962222  -0.006
C 1.782597 -0.254609 2.223065  -0.206
C 1.386012 0.128466 3.623061  0.013
C 1.547166 -1.562408 1.737501  -0.213
C 0.719732 -2.528668 2.537137  -0.017
H 1.521595 -3.559053 -0.770412  0.099
H 1.756412 -4.070149 0.901523  0.091
H 3.144789 -3.762140 -0.125690  0.113
H 4.547694 -2.115343 -1.156055  0.129
H 3.923465 -0.812145 -2.152510  0.057
H 3.014639 -2.310248 -1.987459  0.096
H 3.461976 2.144646 -0.811918  0.085
H 4.483358 0.822148 -1.368167  0.085
H 4.788421 1.577850 0.182560  0.121
H 3.675429 2.078578 2.546415  0.129
H 1.952384 2.395938 2.623328  0.084
H 2.867910 2.793554 1.163930  0.080
H 0.525143 0.796677 3.659693  0.084
H 2.216090 0.646355 4.102627  0.112
H 1.155776 -0.743286 4.225643  0.095
H 1.364097 -3.100107 3.210941  0.129
H 0.194811 -3.225724 1.892350  0.085
H -0.028453 -2.019515 3.137999  0.087
N -5.973336 -4.419062 -2.824949  0.199
C -4.941106 -3.702753 -2.392648  -0.256
C -4.771627 -2.354611 -2.809739  0.014
C -3.712303 -1.621563 -2.371946  -0.030
C -2.777597 -2.212162 -1.490938  -0.342
C -2.933097 -3.550975 -1.056327  -0.033
C -3.991234 -4.277838 -1.500013  0.015
S -1.469273 -1.335422 -0.964577  0.702
O -0.091137 -1.831490 -1.308074  -0.410
O -1.469975 0.091903 -1.407794  -0.374
N -1.158155 -1.203444 0.621635  -0.161
C -1.776063 -0.175923 1.341136  -0.460
N -0.941758 0.883099 1.396964  0.029
C -1.322070 1.900499 2.196483  -0.084
C -2.525273 1.860654 2.858137  0.020
C -3.335442 0.741259 2.657366  -0.020
N -2.950946 -0.292052 1.908486  0.198
H -6.652614 -4.031522 -3.459290  0.136
H -6.104183 -5.376744 -2.542846  0.136
H -5.492833 -1.912720 -3.484068  0.133
H -3.582929 -0.597037 -2.693397  0.126
H -2.219820 -3.997090 -0.374479  0.128
H -4.121146 -5.301856 -1.176446  0.133
H -0.648904 2.739293 2.308567  0.113
H -2.834054 2.670607 3.502410  0.132
H -4.309909 0.664452 3.125022  0.141
C 0.169000 5.890906 -0.474511  -0.006
C 0.450028 4.577465 -1.138251  -0.203
C 0.746860 4.497098 -2.501985  0.060
C 1.011447 3.274335 -3.097358  -0.025
C 0.957922 2.166194 -2.285445  -0.659
Br 1.335349 0.421479 -2.924805  1.063
N 0.664523 2.183707 -0.986565  -0.094
C 0.421191 3.389812 -0.429739  -0.051
H 0.982993 6.592958 -0.655252  0.107
H 0.044167 5.782535 0.601236  0.088
H -0.740693 6.333933 -0.881541  0.109
H 0.778760 5.398838 -3.102119  0.152
H 1.253017 3.187825 -4.147302  0.135
H 0.203981 3.395804 0.626535  0.096

Cartesian forces (eV/Å) of the 6 atoms listed first:
Hf -0.256 -0.536 0.027
C -0.012 -0.002 0.002
C 0.052 0.013 -0.041
C 0.028 0.057 0.020
C -0.006 -0.011 0.005
C 0.080 -0.026 -0.137

The following is a DFT calculation (ωB97M-V/def2-TZVPD) of C54H41BrClLuN4O5STe as an isolated structure in a non-equilibrium geometry.

As for the charge: -2. As for the HOMO-LUMO gap: 5.414 eV. Its maximum force is 6.89 eV/A. For the highest occupied orbital energy, the calculation gives -2.09 eV.

Last column: Löwdin charge in e.
Atoms and positions in Å:
Lu 2.954678 -0.502844 1.234263  1.445
N 5.556302 -4.039067 1.040483  0.042
C 5.193786 -2.732228 0.900540  -0.876
S 5.316500 -1.616112 2.312550  0.440
N 4.762169 -2.458077 -0.310077  -0.076
N 4.187198 -1.302395 -0.558444  -0.153
C 4.246156 -0.765135 -1.837933  -0.051
C 3.543130 0.321124 -2.255283  -0.183
C 3.852600 0.885392 -3.481606  -0.079
C 3.146965 1.969299 -4.026098  -0.108
C 2.133194 2.596252 -3.256378  -0.090
C 1.767387 2.081841 -2.045918  -0.033
C 2.419754 0.957823 -1.504599  -0.299
O 2.043769 0.477128 -0.355911  -0.321
H 6.064723 -4.372233 1.829466  0.058
H 5.757803 -4.462563 0.155984  0.071
H 4.920441 -1.295779 -2.530294  0.122
H 4.669136 0.484746 -4.079628  0.098
H 3.461564 2.371989 -5.020375  0.092
H 1.612203 3.443363 -3.716025  0.103
H 0.860620 2.446187 -1.521693  0.114
Br 0.833836 1.513958 2.150730  0.878
C 2.080947 2.671759 2.987684  -0.581
C 1.587624 3.668269 3.806020  -0.153
C 2.402591 4.792792 4.214733  -0.089
C 3.619399 4.961933 3.565103  -0.054
C 4.178120 3.924660 2.726226  -0.173
C 5.408141 4.091736 2.091936  -0.082
C 5.897713 3.112259 1.250495  -0.107
C 5.281163 1.874869 1.082390  -0.173
C 4.061793 1.667622 1.661976  -0.197
C 3.419067 2.692730 2.448179  -0.211
H 0.632076 3.346198 4.253291  0.085
H 2.054004 5.525178 4.924407  0.079
H 4.225735 5.833477 3.657439  0.083
H 5.984258 4.921558 2.390312  0.080
H 6.820826 3.321236 0.716834  0.089
H 5.820256 1.150270 0.431913  0.090
C -5.688005 -1.388076 -4.599618  -0.094
C -4.426245 -0.796854 -3.988742  -0.287
C -3.944534 0.443332 -4.366111  -0.017
C -2.801266 1.012383 -3.748264  -0.093
C -2.532964 2.484599 -3.956941  -0.264
O -2.292640 2.996800 -5.083617  0.036
C -2.568870 3.396122 -2.794616  -0.141
C -2.901634 4.738223 -3.080791  -0.022
C -2.790703 5.729555 -2.098799  -0.095
C -2.265904 5.368722 -0.860384  -0.102
C -1.949362 4.022946 -0.567376  -0.071
C -2.084520 3.069789 -1.546367  -0.027
C -1.921172 0.151258 -3.058728  -0.386
O -0.725467 0.486981 -2.768318  -0.042
C -2.446216 -1.138534 -2.590877  -0.118
C -3.690637 -1.499792 -2.966774  -0.028
C -1.472896 -1.835671 -1.620195  -0.200
N -1.641544 -1.957623 -0.393604  0.085
C -2.843954 -1.527811 0.303939  -0.292
C -2.463040 -1.269738 1.748495  -0.483
Te -3.918286 -1.373943 3.395893  1.197
C -5.324117 -0.154552 2.467405  -0.608
C -5.286749 1.260496 2.385275  -0.114
C -6.465466 1.922100 2.089110  -0.106
C -7.667368 1.246613 1.861585  -0.084
C -7.626330 -0.161109 1.668002  -0.095
C -6.448409 -0.798824 1.961265  -0.202
C -0.258275 -2.497478 -2.217509  -0.136
C -0.049827 -2.602166 -3.600100  0.003
C 0.929771 -3.555753 -4.012846  -0.097
C 1.839459 -4.114194 -3.130448  -0.126
C 1.657093 -3.930756 -1.760423  -0.093
C 0.640952 -3.090194 -1.306925  -0.026
H -5.714115 -2.452428 -4.429845  0.049
H -5.797166 -1.214206 -5.691147  0.071
H -6.607654 -0.989812 -4.163627  0.057
H -4.397671 0.997249 -5.196448  0.117
H -3.317996 5.002087 -4.027074  0.097
H -3.076658 6.772949 -2.253831  0.092
H -2.044019 6.088482 -0.090233  0.085
H -1.595263 3.827698 0.456460  0.101
H -1.821826 2.025685 -1.418334  0.107
H -4.089638 -2.434174 -2.518684  0.120
H -3.596808 -2.343268 0.229052  0.115
H -3.236762 -0.588689 -0.209904  0.135
H -2.093259 -0.226296 1.975350  0.027
H -1.654376 -1.970185 2.101223  0.047
H -4.406436 1.820639 2.621164  0.094
H -6.515910 2.991662 2.097239  0.092
H -8.581175 1.806587 1.690368  0.091
H -8.462505 -0.664063 1.257302  0.083
H -6.405955 -1.932309 1.914304  0.094
H -0.620503 -1.966584 -4.240789  0.104
H 0.993030 -3.893309 -5.064110  0.092
H 2.744901 -4.658036 -3.434662  0.095
H 2.381113 -4.334716 -1.073961  0.085
H 0.507099 -2.955501 -0.226330  0.087
Cl 2.115831 -6.588852 7.048557  0.637
C 1.878610 -5.412344 5.800001  -0.682
C 2.273054 -5.692573 4.504978  -0.128
C 2.283149 -4.731041 3.519887  0.005
C 1.747848 -3.442713 3.809361  -0.100
C 1.379918 -3.155710 5.117258  -0.024
C 1.353613 -4.142885 6.092966  -0.099
C 1.801762 -2.305984 2.767873  -0.569
O 2.081864 -2.597661 1.550751  -0.148
O 1.943656 -1.096150 3.184376  -0.222
H 2.436666 -6.738778 4.266193  0.100
H 2.607019 -4.932817 2.498879  0.119
H 1.019902 -2.106047 5.327073  0.141
H 1.138157 -3.961976 7.113080  0.083

Cartesian forces (eV/Å) of the 6 atoms listed first:
Lu 0.931 0.873 -0.138
N 0.062 -0.468 -0.077
C -0.567 1.497 0.087
S -0.431 -0.923 -1.291
N 1.726 -2.265 0.208
N -1.026 3.813 -3.258